(1)
{
  "formula": "H2N4O5S",
  "method": "ωB97M-V/def2-TZVPD",
  "species": ["N", "N", "N", "N", "O", "O", "O", "O", "O", "S", "H", "H"],
  "positions_angstrom": [[0.434, 0.774, -0.142], [-0.900, -1.788, 0.067], [1.315, 1.673, -0.341], [2.060, 1.532, 0.887], [2.750, 2.463, 1.136], [-0.615, 0.737, -0.896], [1.975, 0.458, 1.442], [-2.730, -0.261, 0.053], [-1.828, -1.075, -2.196], [-1.739, -0.740, -0.825], [0.003, -2.277, -0.197], [-0.724, -1.497, 1.011]],
  "orbital_gap_ev": [8.11, 7.62],
  "spin_multiplicity": 3,
  "charge": 0,
  "s2": 2.01
}



(2)
{
  "formula": "H2NO2P",
  "method": "ωB97M-V/def2-TZVPD",
  "species": ["N", "O", "O", "P", "H", "H"],
  "positions_angstrom": [[1.182, 0.821, -0.839], [2.085, 0.085, -0.578], [-0.901, 2.166, -1.314], [-0.383, 0.961, -0.709], [-1.343, -2.015, 1.905], [-0.640, -2.019, 1.534]],
  "relative_energy_ev": 4.665,
  "orbital_gap_ev": [7.74, 7.72],
  "charge": 0
}